Below is 2 unconnected molecules or ions with the total composition C9H13NO2 in a non-equilibrium geometry, with properties calculated with ωB97M-V with the def2-TZVPD basis set.

Structure (XYZ):
```
25
Properties=species:S:1:pos:R:3
H 1.63 3.55 -0.14
C -1.63 0.46 -0.17
C 1.31 1.81 1.10
H 0.14 -1.33 -2.35
H -0.13 -3.89 -1.27
H -2.28 1.93 0.86
C -1.62 -0.39 0.91
C 0.83 2.84 0.07
H 0.40 2.41 -0.83
H -1.40 0.66 -2.33
O -2.30 1.67 -0.05
O 0.83 1.64 2.20
C 0.39 -3.26 -0.54
H 1.41 -3.18 -0.89
C -0.31 -1.98 -0.38
N 2.35 1.05 0.63
H 2.82 0.49 1.32
H 0.44 -3.89 0.35
C -1.16 0.09 -1.44
C -1.05 -1.66 0.75
C -0.40 -1.06 -1.45
H -1.13 -2.38 1.56
H 2.66 0.99 -0.32
H -1.85 0.01 1.88
H 0.03 3.42 0.53
```

Properties
2S+1 ... 1
Electronic energy ... -555.9856 hartree
HOMO-LUMO gap ... 9.1 eV
Max |F| ... 0.045 Eh/bohr
Highest occupied orbital energy ... -0.306 Ha

=====

Below is a molecular structure, C20H23BF2IrN5O in a non-equilibrium geometry, with properties calculated with ωB97M-V with the def2-TZVPD basis set.

Structure (XYZ):
```
53
Properties=species:S:1:pos:R:3
H -4.13 4.35 6.31
H 0.09 -4.27 -2.66
C 3.49 -1.33 -1.96
C -0.01 -2.48 -1.46
H 0.76 -2.52 4.17
H -2.70 -1.25 -0.02
C -1.22 0.23 4.12
C -0.55 -3.63 -2.06
H 5.40 -0.39 -2.18
N 1.88 -0.15 -0.68
O -1.52 1.39 6.12
H 1.20 -1.71 1.87
C 0.26 -1.64 3.81
H 2.45 1.68 0.12
H -4.89 1.64 1.70
H -0.80 -1.22 5.64
H -4.98 0.53 3.91
N -0.07 -0.07 2.06
H -5.02 2.82 3.00
C -0.91 0.63 2.83
H -2.51 3.87 5.82
H -3.79 1.96 6.67
C 2.21 -1.22 -1.40
N -3.30 1.44 4.72
C -1.88 -3.92 -1.91
H -3.46 2.57 2.20
H -5.07 2.23 5.46
N -0.80 -1.66 -0.75
H -1.30 1.56 2.43
F -0.73 2.74 -1.93
H -3.48 0.16 3.07
C -2.04 1.08 5.07
C -3.56 3.78 5.58
C -0.60 -0.91 4.62
H 4.76 1.58 -0.76
C 2.79 0.83 -0.47
F -2.26 2.55 -0.32
H 3.75 -2.19 -2.56
C 4.06 0.78 -0.96
Ir -0.17 0.34 -0.11
C -2.11 -1.96 -0.60
H -3.75 4.19 4.59
B -1.17 2.07 -0.89
C -4.00 2.31 5.66
H -3.74 -3.27 -1.00
C -4.04 0.96 3.56
C -2.69 -3.07 -1.15
C 0.51 -1.19 2.53
C 4.41 -0.33 -1.74
H -2.31 -4.79 -2.39
H 1.79 -3.04 -2.10
N 1.35 -2.28 -1.60
C -4.36 2.07 2.55
```

Properties
2S+1 ... 5
Charge ... +2
Electronic energy ... -1453.3357 hartree
HOMO-LUMO gap (spin up / spin down) ... 7.2 / 3.4 eV
Max |F| ... 0.069 Eh/bohr
Highest occupied orbital energy (spin up / spin down) ... -0.486 / -0.509 Ha
⟨S²⟩ ... 6.03

=====

Below is a molecular structure, C62H66FInN4O4S2Sb2Si, with properties calculated with ωB97M-V with the def2-TZVPD basis set.

Structure (XYZ):
```
143
Properties=species:S:1:pos:R:3
H -3.49 1.42 0.12
C 1.52 5.34 0.05
H -0.06 -1.11 -6.32
C 4.99 -2.39 -1.97
O -1.21 -5.40 -2.48
C -6.06 2.92 1.73
C -0.47 -3.51 7.42
C 0.42 -4.32 2.38
H 2.78 -2.65 0.73
N -3.35 -3.37 0.60
H 1.24 -2.40 -4.58
C 4.81 -1.34 3.27
C -0.83 -4.45 -1.79
C -0.47 -2.01 -5.87
H -3.26 -0.77 1.75
H 1.42 -2.02 1.67
C -2.33 3.89 -2.55
C 1.39 -6.53 1.01
H 2.58 5.36 -0.16
H -2.41 6.94 -3.27
H 6.49 -0.07 2.85
H -1.83 -1.14 5.42
C -0.81 2.34 5.03
H -1.50 -0.73 1.52
C 0.02 -5.60 2.76
C 0.71 6.41 -0.30
C -1.98 -1.87 -5.73
H 5.35 3.60 -4.48
C -5.35 3.62 2.68
H 3.21 -0.92 -5.06
Sb -1.14 2.38 1.86
C -4.03 5.51 -3.01
H -0.67 -5.75 3.59
H 2.98 -2.36 3.65
C -3.27 2.75 1.80
H 0.42 1.00 6.20
H -0.22 0.81 -3.59
H -4.02 4.02 -1.44
C 4.69 1.06 3.13
O -3.56 -6.17 -1.70
H -2.45 -1.62 -6.69
C 1.77 -5.26 0.64
Si 1.96 0.39 -2.66
H 0.80 3.12 -2.61
H -0.89 2.97 5.92
H 2.76 1.92 3.45
H 0.38 0.81 -0.80
H 5.16 2.01 2.96
H -2.64 -5.93 -2.05
C 2.61 2.08 -3.15
H 1.94 0.26 -0.11
H 3.77 -1.07 -0.81
C 1.80 3.21 -3.03
H -5.95 1.56 0.07
C 4.01 -1.43 -1.81
S -1.62 4.75 -3.89
H -2.02 -2.11 -3.02
Sb 0.57 -0.25 3.85
C 0.16 -2.30 -4.51
C 0.42 1.44 5.21
H 1.60 5.32 -3.34
C 1.25 0.17 -0.95
H 2.43 -5.13 -0.21
H 4.55 1.39 -3.78
H 0.22 3.73 3.73
H -4.53 6.27 -2.42
H 1.60 -4.07 7.42
O -4.99 -5.43 -0.16
H 0.05 -3.46 2.92
H -0.74 -4.21 8.19
C -4.01 2.04 0.85
C 5.32 -2.83 -3.24
H -0.22 -2.84 -6.54
C -3.93 -5.36 -0.74
H -1.28 7.20 -0.30
H 6.09 -3.59 -3.37
H -1.94 0.18 -5.03
C -1.43 -2.68 6.86
C -0.76 3.26 3.81
C 0.96 4.22 0.66
C -2.85 6.09 -3.79
H 5.49 -2.80 -1.10
C -0.65 6.36 -0.03
H -1.73 1.73 5.01
H 1.73 -7.41 0.48
H 1.14 7.28 -0.78
H -0.22 -3.25 -4.16
C 3.89 2.24 -3.68
H -1.84 -0.40 -2.60
C 0.51 -6.68 2.07
H -4.76 5.05 -3.69
H -2.45 -2.73 7.19
H -2.40 -2.82 -5.40
C 5.43 -0.11 3.07
C 0.25 -1.68 5.42
H -7.15 2.97 1.71
H -2.21 -1.81 2.74
H -1.48 4.07 3.92
C 4.35 3.49 -4.08
H 3.88 5.58 -4.27
C -5.39 2.12 0.81
C 3.70 -1.34 -4.18
H 4.95 -2.63 -5.34
H -3.42 4.10 3.47
C 1.21 -2.52 5.99
C -1.77 -3.85 -0.81
H 5.39 -2.25 3.20
C 4.68 -2.29 -4.35
H 1.60 3.37 0.90
C 2.70 -0.22 3.65
N -1.41 -2.71 -0.13
C -2.99 -4.27 -0.37
C -1.07 -1.78 5.86
O 0.32 -3.92 -1.84
In 0.67 -1.97 -0.88
H 2.24 -2.46 5.68
C -0.40 4.17 0.93
C 1.31 -4.13 1.32
N -0.16 -1.29 -3.48
C 1.71 -2.75 0.92
C 3.33 1.00 3.42
H -3.38 -0.71 -4.52
S -1.68 2.53 -1.88
H -2.27 5.22 0.79
C 0.49 0.00 -3.78
H -3.14 6.39 -4.79
C -2.35 -1.37 1.75
H 0.75 0.08 -4.84
H 1.32 2.04 5.11
F 0.14 -7.93 2.45
C 0.85 -3.43 6.98
C 3.45 -1.39 3.55
C -1.62 -1.15 -3.36
C -1.20 5.25 0.58
H -4.21 -3.45 1.12
C -2.38 -2.45 0.73
C 3.33 -0.89 -2.91
C -3.96 3.53 2.72
C 3.53 4.60 -3.96
N -3.45 4.50 -2.13
H -5.86 4.24 3.41
C -2.30 -0.80 -4.68
C 2.25 4.46 -3.43
```

Properties
2S+1 ... 1
Electronic energy ... -4778.6121 hartree
HOMO-LUMO gap ... 7.3 eV
Max |F| ... 0.011 Eh/bohr
Highest occupied orbital energy ... -0.267 Ha

=====

Below is 2 unconnected molecules or ions with the total composition C3H7O3, with properties calculated with ωB97M-V with the def2-TZVPD basis set.

Structure (XYZ):
```
13
Properties=species:S:1:pos:R:3
C -0.17 -0.09 2.17
H -0.95 -0.67 -1.40
O -0.82 1.90 1.03
C -0.08 0.90 0.98
O 0.87 -1.13 -2.28
H -1.23 -0.26 2.35
H -0.39 -2.35 -1.19
O 0.74 0.59 0.07
H 0.26 0.29 3.10
H -1.06 -1.71 -2.76
H 1.16 -0.46 -1.63
C -0.43 -1.51 -1.88
H 0.34 -1.03 1.91
```

Properties
2S+1 ... 1
Charge ... -1
Electronic energy ... -344.2834 hartree
HOMO-LUMO gap ... 8.4 eV
Max |F| ... 0.017 Eh/bohr
Highest occupied orbital energy ... -0.156 Ha

=====

Taking the records one at a time from the top gives ΔE to the lowest compared entry with this formula, charge and spin values of 11.36 7.88 0.00 16.85 kcal per mole.